Density functional theory data (ωB97M-V/def2-TZVPD) for an isolated molecule of C7H14N.

Calculated values
**Frontier orbital gap (alpha / beta)**: 4.7 / 10.0 eV
**HOMO level (alpha / beta)**: -3.72 / -9.27 eV
**LUMO level (alpha / beta)**: 0.95 / 0.77 eV
**Energy above the lowest of the compared OMol25 structures with the same formula, charge and spin**: 4.4041 eV
**⟨S²⟩**: 0.75

ORCA input file:
```
! wB97M-V def2-TZVPD RIJCOSX def2/J DEFGRID3
* xyz 0 2
C 2.11394 -0.59416 1.64252
C 0.49924 -0.76207 1.61174
C -0.05774 0.54121 1.04475
C -2.80864 1.73335 -2.49056
C -1.92877 0.74545 -2.36170
C -1.46699 0.33830 -1.00360
C -0.24123 0.57245 -0.48587
N 2.75458 -1.87058 1.13547
H 2.52840 0.15860 1.03664
H 2.44760 -0.48009 2.69698
H 0.19640 -0.89367 2.63111
H 0.25311 -1.67580 1.07547
H 0.54918 1.30524 1.46237
H -1.02335 0.68715 1.65697
H -2.93634 2.35197 -3.22131
H -3.45230 1.84434 -1.68836
H -1.41085 0.17268 -3.10191
H -2.23814 -0.34094 -0.36480
H 0.55136 1.04150 -1.01233
H 2.65930 -2.74328 1.84822
H 3.76276 -1.63910 0.92218
H 2.17192 -2.14160 0.36673
*
```